DFT (ωB97M-V/def2-TZVPD) results for C52H44BrIrNO4PSb as an isolated structure in a non-equilibrium geometry.

Last column: Löwdin charge in e.
Cartesian coordinates (Å):
Ir 0.85426 -0.53655 -0.17508  1.014
O 3.19988 -1.46178 1.95596  -0.091
C 3.06259 -2.69943 2.65945  -0.228
C 1.82629 -2.63225 3.52716  -0.151
C 0.55667 -2.23211 2.78379  -0.145
C 0.28867 -3.14006 1.62775  -0.294
C -0.13721 -4.45157 1.81201  -0.003
C -0.25995 -5.29232 0.72633  -0.030
C 0.05880 -4.80906 -0.53881  -0.025
C 0.45637 -3.49650 -0.66037  -0.111
N 0.54666 -2.67924 0.40546  -0.042
H 4.02579 -1.49033 1.45925  0.093
H 3.93457 -2.87398 3.29681  0.124
H 2.98930 -3.53590 1.95367  0.124
H 1.97886 -1.94457 4.36099  0.113
H 1.67825 -3.62789 3.95674  0.123
H 0.62257 -1.20436 2.42357  0.059
H -0.27948 -2.28520 3.48531  0.121
H -0.36044 -4.79684 2.81212  0.129
H -0.59374 -6.31202 0.85924  0.120
H -0.00875 -5.42685 -1.42102  0.118
H 0.69710 -3.05861 -1.62463  0.098
O 3.24428 -1.20734 -1.08173  0.041
C 2.76274 -0.20049 -0.61079  -0.492
C 3.48590 1.10776 -0.40000  -0.207
C 4.71361 1.40921 -0.95471  0.002
C 5.25388 2.66346 -0.68941  -0.037
C 4.55581 3.56659 0.11530  -0.047
C 3.31449 3.24926 0.65479  -0.049
C 2.77119 1.99911 0.38541  -0.275
P 1.11148 1.40328 0.88610  0.955
C 1.11402 1.28006 2.67919  -0.357
C 2.28348 1.28175 3.42790  -0.063
C 2.22050 1.11671 4.80538  -0.058
C 0.99608 0.94272 5.43143  -0.061
C -0.17774 0.93970 4.68639  -0.060
C -0.11825 1.10776 3.31482  -0.120
C 0.05228 2.80846 0.49238  -0.332
C -0.24882 3.78926 1.43419  -0.079
C -0.96617 4.91302 1.05471  -0.061
C -1.36909 5.06546 -0.26460  -0.060
C -1.06250 4.09376 -1.20518  -0.062
C -0.36168 2.95906 -0.82936  -0.098
H 5.21984 0.69542 -1.59016  0.131
H 6.20736 2.94103 -1.11366  0.113
H 4.98180 4.53994 0.31552  0.111
H 2.77563 3.97138 1.25500  0.115
H 3.24280 1.40628 2.94590  0.111
H 3.13136 1.12313 5.38714  0.114
H 0.95332 0.81427 6.50412  0.112
H -1.13386 0.81630 5.17567  0.112
H -1.03199 1.12483 2.73225  0.087
H 0.07280 3.68322 2.46243  0.107
H -1.20759 5.66827 1.78868  0.110
H -1.92805 5.94299 -0.55856  0.113
H -1.38138 4.21149 -2.23150  0.116
H -0.14154 2.18596 -1.55378  0.068
Br 5.54113 0.20805 -6.25589  0.765
C 4.19382 0.94054 -5.15610  -0.679
C 4.13809 2.31566 -4.97131  -0.114
C 3.14657 2.84980 -4.16248  -0.059
C 2.22984 2.01862 -3.53869  -0.016
C 2.29614 0.64374 -3.73112  -0.131
C 3.28093 0.09944 -4.54919  -0.053
C 1.36438 -0.29411 -3.02803  -0.586
O 1.38273 -1.48768 -3.25577  0.062
O 0.57091 0.26179 -2.13994  -0.262
H 4.86061 2.95443 -5.45845  0.104
H 3.09525 3.92012 -4.01892  0.111
H 1.46089 2.43033 -2.90141  0.098
H 3.32311 -0.97150 -4.68479  0.120
C -4.62015 3.36807 -0.62832  -0.078
C -4.28728 2.82137 0.60174  -0.072
C -3.49549 1.68354 0.66461  -0.116
C -3.02860 1.08912 -0.50226  -0.366
C -3.35705 1.64956 -1.73481  -0.133
C -4.15609 2.78147 -1.79554  -0.080
Sb -1.83714 -0.65263 -0.50380  1.556
C -2.76473 -1.87280 0.95934  -0.358
C -3.23861 -3.13798 0.61705  -0.126
C -3.76140 -3.98061 1.58855  -0.076
C -3.81463 -3.57337 2.91217  -0.076
C -3.33948 -2.31957 3.26750  -0.080
C -2.81044 -1.48145 2.29670  -0.143
C -2.64428 -1.54752 -2.22419  -0.379
C -4.03440 -1.66224 -2.28134  -0.139
C -4.63906 -2.18500 -3.41203  -0.069
C -3.85994 -2.58673 -4.49068  -0.072
C -2.48156 -2.47713 -4.43312  -0.066
C -1.86544 -1.95715 -3.29933  -0.104
H -5.24723 4.24755 -0.67717  0.109
H -4.65234 3.27311 1.51364  0.109
H -3.26091 1.26499 1.63427  0.079
H -3.00660 1.19815 -2.65491  0.106
H -4.41610 3.20323 -2.75654  0.111
H -3.21409 -3.47179 -0.41211  0.095
H -4.13276 -4.95677 1.30687  0.110
H -4.22809 -4.22932 3.66558  0.108
H -3.38051 -1.99577 4.29834  0.107
H -2.42182 -0.51801 2.60216  0.065
H -4.65053 -1.34263 -1.44935  0.108
H -5.71556 -2.27615 -3.45375  0.109
H -4.33396 -2.98594 -5.37690  0.108
H -1.87463 -2.79308 -5.27086  0.110
H -0.78656 -1.89141 -3.25637  0.066

Results
Net charge: +1
E_LUMO (spin up / spin down): -3.98 / -3.98 eV
Energy relative to the best compared isomer or geometry (same formula, charge and spin): 44.3 kcal/mol
F_max: 0.0651 hartree/bohr
HOMO energy (spin up / spin down): -10.156 / -10.156 eV
Kohn-Sham gap (spin up / spin down): 6.180 / 6.179 eV